{
  "formula": "C36H67B3O17",
  "method": "ωB97M-V with the def2-TZVPD basis set",
  "species": ["C", "C", "C", "C", "C", "C", "C", "B", "O", "B", "O", "B", "O", "C", "H", "H", "H", "H", "H", "H", "H", "H", "H", "H", "H", "O", "C", "O", "C", "C", "C", "H", "H", "H", "H", "H", "H", "H", "H", "O", "C", "O", "C", "C", "C", "H", "H", "H", "H", "H", "H", "H", "H", "O", "C", "O", "C", "C", "C", "H", "H", "H", "H", "H", "H", "H", "H", "O", "C", "O", "C", "C", "C", "H", "H", "H", "H", "H", "H", "H", "H", "O", "C", "O", "C", "C", "C", "H", "H", "H", "H", "H", "H", "H", "H", "O", "C", "O", "C", "C", "C", "H", "H", "H", "H", "H", "H", "H", "H", "O", "C", "O", "C", "C", "C", "H", "H", "H", "H", "H", "H", "H", "H"],
  "xyz": [[4.44368, -1.38383, 0.33121], [4.02389, -0.03539, -0.19186], [4.74962, 0.64117, -1.16832], [4.32320, 1.87830, -1.62770], [3.17170, 2.48109, -1.13043], [2.44008, 1.81501, -0.15891], [1.14194, 2.36172, 0.40811], [-0.00300, 1.41025, -0.09778], [-1.02440, 0.96018, 0.74188], [-1.35601, -0.31958, 0.34068], [-1.79583, -0.48230, -0.96087], [-1.08747, 0.29018, -1.84735], [0.03013, 0.97463, -1.41678], [2.87339, 0.56824, 0.30469], [4.58994, -2.08489, -0.48505], [3.68734, -1.78517, 0.99561], [5.37841, -1.26913, 0.87435], [5.63224, 0.19614, -1.60482], [4.87529, 2.39286, -2.39993], [2.83772, 3.43225, -1.51431], [1.20074, 2.35859, 1.49374], [0.97856, 3.37876, 0.05350], [-1.22176, -1.27865, 1.02877], [-1.38947, 0.37735, -2.99333], [2.27751, 0.05171, 1.04761], [-2.03166, 6.71684, -3.21190], [-2.87416, 5.87169, -3.10122], [-2.49587, 4.61015, -2.81378], [-3.42164, 3.56455, -2.51382], [-3.96122, 2.91389, -3.77106], [-4.33569, 6.17235, -3.34661], [-4.21426, 3.92297, -1.85583], [-2.85388, 2.83135, -1.94148], [-4.52344, 3.62071, -4.38126], [-4.61711, 2.08016, -3.51804], [-3.13909, 2.54038, -4.38208], [-4.51953, 6.15369, -4.41983], [-4.54162, 7.17108, -2.97019], [-5.02300, 5.48907, -2.85385], [0.42420, -5.03481, -1.00295], [-0.15994, -4.70682, -1.99806], [0.11822, -5.35405, -3.14782], [-0.61541, -5.16461, -4.36038], [-0.12352, -3.96032, -5.13676], [-1.12765, -3.54750, -2.00655], [-1.68693, -5.12073, -4.15925], [-0.44216, -6.07059, -4.94008], [-0.26219, -3.03516, -4.57727], [-0.65781, -3.87270, -6.08301], [0.94234, -4.05640, -5.34480], [-0.56173, -2.62249, -2.08761], [-1.66821, -3.54940, -1.06365], [-1.86788, -3.58469, -2.80235], [-4.79873, 3.33015, 1.93034], [-4.43163, 2.53130, 2.75063], [-4.90651, 2.62584, 4.00790], [-4.64314, 1.63389, 5.00818], [-3.28834, 1.84865, 5.64827], [-3.39139, 1.48496, 2.43508], [-4.75148, 0.63125, 4.59245], [-5.43704, 1.75149, 5.74450], [-2.48532, 1.75992, 4.92416], [-3.11765, 1.12066, 6.44218], [-3.22296, 2.84948, 6.07513], [-2.40497, 1.93429, 2.50502], [-3.55894, 1.14491, 1.41731], [-3.43216, 0.61082, 3.08102], [-10.38024, 1.72927, 3.08267], [-9.77499, 2.76007, 2.96038], [-8.58581, 2.89413, 3.56682], [-7.71362, 4.01826, 3.36013], [-8.08967, 5.18836, 4.24624], [-10.35778, 3.92950, 2.19825], [-7.67629, 4.29029, 2.30518], [-6.72175, 3.65642, 3.62156], [-9.08946, 5.56536, 4.02545], [-7.37872, 6.00445, 4.11526], [-8.08341, 4.88394, 5.29356], [-11.04780, 4.46155, 2.85137], [-10.90889, 3.53694, 1.34714], [-9.61687, 4.62709, 1.81627], [4.87351, -6.54958, -3.60779], [3.98519, -7.34830, -3.50548], [4.28802, -8.60704, -3.12154], [3.29535, -9.58712, -2.81763], [2.78926, -10.28846, -4.06164], [2.55840, -7.00274, -3.86388], [2.48675, -9.14748, -2.23161], [3.79595, -10.30550, -2.17031], [2.29841, -9.59439, -4.74382], [2.07737, -11.07068, -3.79601], [3.62095, -10.74124, -4.60163], [2.44586, -7.07825, -4.94600], [2.36959, -5.98276, -3.55460], [1.81141, -7.62496, -3.37896], [-0.19597, 1.79848, 4.89470], [0.21651, 0.99803, 5.68900], [-0.20548, 1.07743, 6.96412], [0.10151, 0.09256, 7.95539], [1.45676, 0.32840, 8.58850], [1.24723, -0.03801, 5.30452], [0.00532, -0.91253, 7.54177], [-0.67856, 0.19718, 8.70765], [2.26256, 0.25143, 7.85864], [1.63925, -0.39922, 9.37943], [1.50127, 1.32947, 9.01707], [2.23177, 0.42710, 5.32382], [1.03290, -0.36747, 4.29059], [1.25586, -0.92002, 5.94000], [7.12670, 0.37804, -4.33650], [8.20858, 0.44734, -3.82588], [8.37194, 1.23586, -2.74455], [9.56923, 1.27123, -1.96658], [10.60877, 2.19540, -2.56657], [9.40615, -0.26547, -4.41198], [9.95415, 0.26288, -1.80539], [9.26176, 1.64891, -0.99285], [10.92632, 1.85931, -3.55360], [11.48734, 2.24977, -1.92318], [10.19697, 3.19796, -2.68166], [9.79996, 0.33273, -5.23235], [9.07051, -1.22301, -4.80209], [10.20308, -0.46373, -3.69934]],
  "atomic_forces_ev_per_a": [[0.1, 0.4, -0.2], [-0.4, 0.0, 0.2], [-0.1, 0.1, -0.1], [-0.1, 0.2, 0.0], [0.1, -0.6, 0.2], [-0.1, 0.0, 0.4], [0.1, -0.4, -0.4], [0.4, 0.9, 0.1], [1.0, -0.9, -0.3], [-0.7, 0.0, 0.1], [0.4, 0.1, 0.1], [0.2, 0.2, -0.7], [-0.7, 0.0, 0.3], [0.2, 0.3, -0.4], [0.1, -0.1, -0.1], [-0.1, -0.1, 0.2], [0.1, -0.2, 0.1], [0.1, -0.1, 0.0], [0.2, -0.1, -0.1], [0.0, 0.1, 0.0], [-0.2, 0.2, 0.1], [-0.1, 0.1, 0.1], [-0.2, 0.1, 0.2], [-0.1, -0.2, 0.0], [0.0, -0.1, 0.2], [0.1, 0.0, 0.0], [-0.2, 0.1, -0.2], [0.2, -0.1, 0.2], [-0.2, -0.1, -0.1], [0.0, 0.1, -0.1], [-0.1, 0.0, 0.4], [0.0, 0.0, 0.0], [0.1, 0.1, 0.0], [-0.1, 0.0, 0.0], [0.0, 0.0, 0.0], [0.0, 0.0, 0.0], [0.0, 0.0, 0.0], [0.1, 0.1, -0.1], [0.0, -0.1, -0.1], [0.0, -0.1, 0.0], [0.0, 0.3, 0.1], [-0.1, -0.2, 0.0], [-0.1, 0.2, -0.2], [0.1, 0.1, 0.1], [-0.4, -0.3, -0.1], [0.0, 0.0, 0.0], [0.1, -0.1, 0.1], [-0.1, 0.0, 0.0], [0.0, 0.0, 0.0], [0.0, 0.0, 0.0], [0.0, 0.0, 0.0], [0.2, 0.1, 0.1], [0.1, 0.1, -0.1], [-0.1, 0.0, 0.0], [0.4, -0.1, 0.0], [-0.1, 0.0, -0.1], [0.2, -0.1, 0.3], [-0.1, 0.0, -0.1], [-0.5, -0.3, 0.0], [0.0, 0.0, -0.1], [-0.1, 0.1, -0.1], [0.1, 0.0, 0.0], [0.0, 0.0, 0.0], [0.0, 0.0, 0.1], [0.0, 0.0, 0.0], [0.0, 0.2, -0.1], [0.1, 0.1, 0.1], [0.0, -0.1, 0.0], [-0.2, 0.2, 0.0], [0.2, -0.2, 0.0], [0.1, 0.2, 0.1], [-0.2, 0.0, 0.0], [0.2, 0.0, -0.3], [-0.1, 0.0, 0.0], [-0.3, 0.0, -0.1], [0.0, 0.0, -0.1], [0.0, 0.0, 0.0], [0.1, 0.0, 0.0], [0.0, 0.0, 0.0], [-0.1, -0.1, 0.1], [0.0, 0.1, 0.1], [0.1, 0.0, 0.0], [-0.2, 0.1, -0.3], [0.2, 0.0, 0.2], [-0.2, -0.1, 0.0], [0.0, 0.1, -0.1], [0.0, -0.1, 0.3], [0.0, 0.0, 0.0], [0.1, 0.1, 0.0], [-0.1, 0.0, 0.0], [0.0, 0.0, 0.0], [0.0, 0.0, 0.0], [0.0, 0.0, 0.0], [0.1, 0.1, -0.1], [0.0, 0.0, -0.1], [0.0, 0.0, 0.0], [0.3, 0.0, -0.1], [-0.3, 0.1, 0.0], [0.2, -0.1, 0.1], [0.1, 0.1, -0.1], [-0.3, -0.3, 0.0], [0.0, 0.0, 0.0], [-0.1, 0.1, -0.1], [0.0, -0.1, 0.0], [0.0, 0.0, 0.0], [0.0, 0.0, 0.0], [0.0, 0.0, 0.0], [0.1, 0.2, -0.1], [0.1, 0.1, 0.1], [-0.1, 0.1, 0.1], [0.3, 0.0, -0.3], [-0.3, 0.0, 0.2], [0.2, 0.0, 0.0], [0.0, 0.0, -0.1], [0.0, -0.3, 0.3], [0.0, 0.0, -0.1], [-0.1, 0.0, 0.0], [0.0, -0.1, 0.0], [0.0, 0.0, 0.0], [0.0, 0.0, 0.1], [0.0, 0.0, 0.0], [-0.1, 0.1, -0.1], [0.0, 0.1, 0.0]],
  "charge": 0,
  "largest_force_ev_per_a": 1.342,
  "orbital_gap_ha": 0.327
}